The following is a DFT calculation (ωB97M-V with the def2-TZVPD basis set) of C37H60AlBeCl6F4LiN6O7PSi as an isolated structure at a distorted geometry.

```
125
Properties=species:S:1:pos:R:3:lowdin_charge:R:1
C -5.6500 0.9890 2.9964 -0.066
C -6.7487 0.6195 1.9403 -0.544
C -6.6188 -0.9068 1.7203 -0.039
C -8.1242 0.9203 2.5927 -0.068
C -6.4456 1.5141 0.7207 -0.139
C -7.0384 1.1044 -0.6423 -0.423
C -6.9798 2.3949 -1.5232 -0.087
C -8.5368 0.6219 -0.5837 -0.160
C -6.2384 0.0586 -1.4258 -0.142
C -6.8020 -0.4997 -2.5827 0.005
C -6.1538 -1.4619 -3.3365 0.010
C -4.8998 -1.9147 -2.9601 -0.250
O -4.3152 -2.9270 -3.7513 -0.173
C -2.9419 -2.7592 -4.1286 -0.127
C -2.3111 -4.0698 -3.7163 -0.213
O -1.0115 -4.2578 -4.1423 -0.068
C -0.0068 -3.8724 -3.2025 -0.139
C 0.6737 -2.5869 -3.7430 -0.085
N 1.9396 -2.3119 -3.0781 -0.077
C 2.0010 -1.3258 -2.1792 -0.045
N 3.2281 -1.2162 -1.7268 0.218
C 3.9299 -2.1855 -2.3392 -0.295
N 5.2154 -2.3700 -2.0552 -0.017
C 6.0655 -3.3853 -2.5880 -0.184
C 5.7001 -4.7749 -1.9573 -0.237
O 5.3266 -4.8694 -0.8324 0.097
C 5.8095 -1.4232 -1.0826 -0.082
C 5.4308 -1.7317 0.3869 -0.200
O 4.6979 -0.6203 0.9181 -0.237
Si 5.6411 0.5922 1.6076 0.428
C 6.6309 0.0599 3.1088 -0.155
C 4.4264 1.9080 2.2095 -0.150
C 6.8170 1.4496 0.4221 -0.157
N 3.1609 -2.9077 -3.2305 -0.027
P 3.5765 -4.2988 -4.3810 0.922
N 4.3725 -3.5407 -5.6702 -0.192
O 2.2101 -4.8827 -5.0609 -0.262
C -4.3280 -1.3806 -1.8267 -0.006
C -4.9739 -0.4078 -1.0787 0.002
H -5.6762 2.0803 3.1002 0.106
H -5.7828 0.4774 3.9661 0.045
H -4.6731 0.7347 2.5820 0.088
H -7.0620 -1.4061 2.5941 0.086
H -5.5593 -1.1691 1.6834 0.078
H -7.1483 -1.2821 0.8460 0.073
H -8.8760 0.3113 2.0905 0.088
H -8.3815 1.9862 2.5524 0.073
H -8.0961 0.5742 3.6390 0.002
H -6.8742 2.5424 0.9939 0.093
H -5.3587 1.6582 0.6255 0.113
H -5.9814 2.8389 -1.5063 0.101
H -7.6394 3.1279 -1.0315 -0.003
H -7.3566 2.2124 -2.5329 0.076
H -9.1306 1.1074 0.1760 -0.008
H -9.0015 0.8391 -1.5327 -0.006
H -8.6082 -0.4692 -0.4803 0.089
H -7.7838 -0.2082 -2.9343 0.126
H -6.6593 -1.8617 -4.2105 0.125
H -2.4292 -1.8693 -3.7687 0.148
H -2.8903 -2.7104 -5.2260 0.154
H -2.9880 -4.7727 -4.2619 0.060
H -2.4390 -4.2353 -2.6394 0.157
H -0.4111 -3.6888 -2.2003 0.138
H 0.7044 -4.6944 -3.1088 0.121
H -0.0061 -1.7696 -3.4965 0.119
H 0.7389 -2.5947 -4.8315 0.136
H 1.1535 -0.7252 -1.8879 0.156
H 6.0443 -3.4475 -3.6979 -0.010
H 7.1146 -3.2306 -2.3333 0.138
H 5.8329 -5.6810 -2.5774 0.124
H 5.5984 -0.3948 -1.3661 0.117
H 6.8952 -1.5110 -1.1619 0.131
H 4.8210 -2.6324 0.4827 0.115
H 6.3050 -1.8662 1.0353 0.112
H 5.9619 -0.3304 3.8805 0.037
H 7.4760 -0.5994 2.8977 0.033
H 7.0703 0.9788 3.5196 0.043
H 5.0027 2.8388 2.2418 0.025
H 4.0292 1.6720 3.1967 0.021
H 3.6503 2.0715 1.4562 0.032
H 7.0654 2.4596 0.7604 0.043
H 6.4350 1.5668 -0.6001 0.031
H 7.7779 0.9307 0.3135 0.014
H 4.8519 -2.6823 -5.2946 -0.128
H 3.7011 -3.1688 -6.3497 0.054
H 2.3031 -4.7923 -6.0236 0.076
H -3.3430 -1.7373 -1.5273 0.122
H -4.4637 -0.0164 -0.2083 0.114
Cl -9.7976 2.9260 -1.3552 0.300
Be -4.6611 -4.5427 -4.4510 0.889
Cl -11.5551 1.9510 -0.4535 0.085
F -8.2611 3.3348 1.0563 -0.599
C -15.5260 2.5335 -0.2478 -1.471
Cl -15.5314 2.4076 -1.9907 0.598
Cl -14.7450 1.1463 0.4941 0.554
Cl -14.7091 4.0549 0.2637 0.380
H -16.5494 2.5858 0.1041 0.031
Li -7.3729 0.8101 5.0698 0.850
Cl 6.7132 -1.8987 -5.1651 0.039
Al -12.3145 5.3425 0.7366 0.855
C 4.8666 4.0605 5.3479 -0.053
C 4.6077 2.8099 6.1606 -0.198
O 4.0661 3.1249 7.4557 0.042
C 2.7767 3.4265 7.4838 -0.398
O 2.0399 3.4478 6.5411 0.161
C 2.3322 3.7006 8.9289 -0.549
F 3.1746 4.5258 9.5545 0.176
F 2.2831 2.5597 9.6307 0.168
F 1.1214 4.2522 8.9664 0.171
H 5.5113 4.7480 5.8962 0.089
H 5.3420 3.8100 4.4008 0.062
H 3.9405 4.5934 5.1348 0.081
H 5.5448 2.2881 6.3449 0.127
H 3.9474 2.1172 5.6380 0.112
N 10.4145 1.6928 0.4643 0.048
C 11.1487 2.8035 0.4224 -0.143
C 12.3789 2.8938 -0.2189 -0.056
C 12.8758 1.7657 -0.8483 -0.068
C 12.1292 0.5998 -0.8150 -0.063
C 10.9099 0.6191 -0.1495 -0.160
H 10.7246 3.6617 0.9314 0.106
H 12.9294 3.8241 -0.2214 0.108
H 13.8303 1.7941 -1.3571 0.112
H 12.4809 -0.3037 -1.2934 0.104
H 10.2909 -0.2718 -0.1023 0.094
```

Results
E_HOMO (eV): -12.9
Net charge: +3
Energy (Ha): -6356.03001
Frontier orbital gap (Ha): 0.04148

---

The following is a DFT calculation (ωB97M-V with the def2-TZVPD basis set) of a 5-piece molecular cluster, C37H60BrClN6O5S overall at a distorted geometry.

```
111
Properties=species:S:1:pos:R:3:lowdin_charge:R:1
C 5.1254 -3.0330 0.1125 -0.115
O 6.1083 -2.0393 0.5190 -0.245
C 5.6086 -0.6897 0.3791 -0.240
C 5.9128 -0.0578 -1.0967 -0.153
C 5.2653 1.4239 -1.0775 -0.200
C 4.0827 1.6442 -2.1534 -0.158
C 2.7430 2.2699 -1.5521 -0.048
C 1.2956 1.7398 -1.8656 -0.041
C 1.2047 0.4427 -2.8284 -0.172
C 1.8633 -0.8332 -2.0993 -0.699
C 2.6781 -1.7884 -3.1172 -0.154
Br 0.5974 -1.9668 -1.0712 0.725
C -0.0168 2.4185 -1.2865 -0.041
C -1.5233 1.9777 -1.5947 -0.140
C -1.9099 0.4838 -1.1834 -0.155
C -2.2849 -0.4986 -2.3691 -0.058
C -2.7066 -1.9951 -2.1060 -0.097
C -2.7912 -2.5846 -0.6420 -0.099
C -2.4248 -1.5861 0.5238 -0.066
C -1.9944 -0.0876 0.2565 -0.199
C -1.6841 0.8363 1.5269 -0.078
C 0.1568 3.6595 -0.3356 -0.063
C -1.0544 4.4826 0.3087 -0.175
C -1.7384 5.3874 -0.8526 -0.250
C -3.2791 5.6888 -0.5011 -0.483
Cl -4.2996 4.5655 -1.5878 0.525
C 1.6134 4.1816 -0.0014 -0.189
N 2.0353 5.2969 0.7996 -0.309
S 3.7362 5.5222 0.8478 0.919
N 4.1327 4.1927 -0.1800 -0.286
C 2.9303 3.5250 -0.5852 -0.212
H 5.3546 -4.0103 0.6948 0.097
H 4.0386 -2.7648 0.3523 0.095
H 5.2403 -3.2564 -1.0123 0.098
H 4.4720 -0.5876 0.5223 0.119
H 6.1009 0.0500 1.1234 0.140
H 7.0534 -0.0028 -1.2626 0.120
H 5.4345 -0.7289 -1.8930 0.085
H 4.9331 1.7130 -0.0201 0.097
H 6.1290 2.1510 -1.3433 0.116
H 3.9444 0.6736 -2.7403 0.076
H 4.4860 2.4192 -2.9186 0.131
H 0.1655 0.2694 -3.2674 0.098
H 1.8933 0.6905 -3.7305 0.123
H 2.6408 -0.4451 -1.3318 0.074
H 2.2231 -1.7054 -4.1622 0.084
H 2.5854 -2.8899 -2.7697 0.064
H 3.7801 -1.4519 -3.0779 0.057
H -2.3217 2.6680 -1.1385 0.070
H -1.6600 2.0736 -2.7441 0.127
H -2.2369 -0.1140 -3.4556 0.093
H -2.9318 -2.6557 -3.0173 0.087
H -3.1038 -3.6789 -0.4467 0.101
H -2.5255 -2.0207 1.5852 0.094
H -2.2400 1.8375 1.3408 0.066
H -2.2238 0.3405 2.4251 0.084
H -0.5688 0.9954 1.7116 0.091
H -0.6045 5.2303 1.0679 0.114
H -1.8027 3.8459 0.8940 0.092
H -1.6582 4.7795 -1.8298 0.089
H -1.1500 6.3763 -0.9950 0.127
H -3.5243 5.4311 0.5904 0.085
H -3.6293 6.7486 -0.7522 0.080
C 6.0565 -3.5107 3.6618 -0.049
N 5.1205 -2.6929 4.4065 -0.193
C 4.9484 -2.9375 5.8247 -0.046
C 4.3961 -1.6998 3.8140 -0.329
O 3.5950 -0.9784 4.3810 0.009
H 5.7482 -4.5574 3.7346 0.090
H 7.0536 -3.3912 4.0934 0.095
H 6.0827 -3.2174 2.6103 0.053
H 3.9021 -3.1881 6.0188 0.084
H 5.2000 -2.0288 6.3773 0.095
H 5.5897 -3.7567 6.1538 0.083
H 4.6028 -1.5989 2.7366 0.112
C -6.3813 5.2766 -4.0424 -0.105
N -6.8411 6.5623 -4.5259 -0.205
C -8.2279 6.7089 -4.9222 -0.049
C -6.0091 7.6402 -4.6201 -0.344
O -6.3310 8.7449 -5.0166 0.010
H -6.5332 4.5278 -4.8249 0.090
H -6.9596 5.0034 -3.1560 0.080
H -5.3221 5.3118 -3.7815 0.011
H -8.2703 7.0143 -5.9707 0.093
H -8.6943 7.4864 -4.3120 0.093
H -8.7650 5.7684 -4.7918 0.085
H -4.9792 7.4207 -4.2943 0.130
C 1.9068 -6.4715 6.3913 -0.063
N 3.2535 -6.9693 6.5841 -0.206
C 3.6243 -8.2393 5.9911 -0.047
C 4.1841 -6.2801 7.3067 -0.357
O 5.3294 -6.6404 7.5066 0.009
H 1.1977 -7.1940 6.8036 0.089
H 1.7226 -6.3482 5.3209 0.089
H 1.7694 -5.5108 6.8907 0.084
H 3.9402 -8.9247 6.7814 0.094
H 4.4623 -8.0838 5.3069 0.092
H 2.7817 -8.6689 5.4476 0.087
H 3.7993 -5.3304 7.7124 0.126
C -8.0436 -1.1122 -2.2021 -0.065
N -6.9947 -2.0572 -1.8802 -0.201
C -6.5939 -2.2166 -0.4956 -0.040
C -6.3718 -2.8019 -2.8387 -0.340
O -5.4856 -3.6113 -2.6353 -0.003
H -7.7347 -0.1142 -1.8802 0.088
H -8.9568 -1.4004 -1.6748 0.088
H -8.2405 -1.0965 -3.2756 0.083
H -5.5316 -1.9772 -0.4007 0.071
H -6.7468 -3.2567 -0.1962 0.094
H -7.1775 -1.5590 0.1503 0.088
H -6.7510 -2.6035 -3.8544 0.130
```

Results
E_HOMO (eV): -8.2
SMILES: COCCCCc1c(C[C@H](C)Br)c(Cc2ccccc2C)c(CCCCl)c2nsnc12.CN(C)C=O.CN(C)C=O.CN(C)C=O.CN(C)C=O
Net charge: 0
Energy (Ha): -5582.53520
Frontier orbital gap (Ha): 0.25698

---

Which formula does entry 1 have?
C37H60AlBeCl6F4LiN6O7PSi

---

Which of these has the highest E_HOMO?
C37H60BrClN6O5S